1.
36
Properties=species:S:1:pos:R:3:forces:R:3 method="wB97M-V/def2-TZVPD" total_charge=0 homo_lumo_gap_ev=5.77 total_energy_ev=-64329.832
Lu 0.0000 0.0000 0.0000 1.434 0.502 -2.193
C -2.8437 -1.9618 3.7639 -0.630 0.256 0.736
Te -1.5574 -1.1852 2.2363 -0.360 -1.137 0.299
C -1.3874 -3.1339 1.3618 0.155 -0.897 -0.342
H -3.7382 -2.4299 3.3039 0.740 0.286 0.142
H -3.1826 -1.1186 4.4000 0.269 -0.495 -0.434
H -2.2892 -2.6834 4.3984 -0.237 0.478 -0.618
H -0.9809 -3.8489 2.1065 -0.367 0.482 -0.361
H -0.6759 -3.0771 0.5125 -0.882 -0.072 1.096
H -2.3732 -3.4661 0.9765 0.594 0.248 0.377
O 2.5575 -2.1357 0.6673 -0.122 0.246 0.243
C 1.8091 -2.6603 -0.1411 1.945 0.136 1.228
C 2.0130 -4.0230 -0.7239 -0.016 -1.007 -0.622
C 0.7950 -4.1675 -1.6612 0.755 -0.901 -0.021
C 0.0852 -2.8650 -1.4679 -1.327 -0.140 -1.767
O -0.9504 -2.5521 -2.0324 -0.374 0.253 0.146
N 0.7063 -2.0603 -0.6000 -0.206 0.552 0.426
H 1.9998 -4.7891 0.0808 0.314 0.552 -0.477
H 2.9683 -4.0578 -1.2904 -0.495 -0.046 0.643
H 0.1405 -5.0098 -1.3503 0.289 0.540 -0.485
H 1.1089 -4.2785 -2.7214 -0.498 -0.042 0.644
O 1.9940 2.2372 -3.1997 -2.175 -1.177 2.922
C 1.2120 1.9751 -2.2310 2.083 2.939 -3.750
O 1.1306 0.8604 -1.6235 -0.774 -1.862 1.781
C 0.2967 3.0894 -1.7592 -0.443 0.703 0.374
C 0.3205 4.3525 -2.3735 0.184 -0.040 0.078
C -0.5220 5.3794 -1.9399 0.177 -0.496 0.010
C -1.4032 5.1585 -0.8828 0.164 -0.247 0.075
C -1.4420 3.9122 -0.2601 0.308 -0.428 -0.085
C -0.5984 2.8869 -0.6956 0.140 3.885 -5.348
H 1.0091 4.5245 -3.1994 -0.117 -0.132 0.192
H -0.4845 6.3464 -2.4311 -0.017 -0.107 0.064
H -2.0579 5.9554 -0.5453 0.035 -0.093 -0.018
H -2.1247 3.7306 0.5638 -0.013 -0.050 0.046
H -0.6283 1.9129 -0.2094 -0.668 1.021 -5.084
H -0.6285 1.8332 0.5338 0.136 -3.710 10.087


2.
35
Properties=species:S:1:pos:R:3:forces:R:3 method="wB97M-V/def2-TZVPD" total_charge=+2 homo_lumo_gap_ev=6.31 total_energy_ev=-26092.475
Pt 0.5910 0.5368 1.4823 0.439 0.493 0.354
C -1.9737 3.0440 3.7317 -0.003 0.013 -0.010
C -1.3644 2.2856 2.6188 0.224 0.255 -0.110
O -0.2273 1.8039 2.7790 -0.321 -0.314 0.143
C -2.1213 2.2193 1.3532 -0.058 -0.067 -0.039
C -1.8395 1.6329 0.1776 0.008 0.156 -0.078
C -2.7245 1.7154 -1.0169 0.019 0.022 0.003
N -0.6409 0.8521 0.0391 -0.405 -0.420 -0.017
N -0.5267 0.1970 -1.0185 -0.027 0.210 0.003
C 0.6466 -0.6273 -1.0013 0.269 0.052 -0.051
O 1.3785 -0.6042 0.0280 -0.131 -0.283 0.059
C 0.9081 -1.3995 -2.1537 -0.016 0.010 0.026
C 0.0470 -1.3366 -3.2757 -0.003 -0.003 -0.006
C 0.3306 -2.0967 -4.3861 0.013 0.004 -0.008
C 1.4578 -2.9159 -4.3911 -0.009 0.008 -0.009
C 2.3118 -2.9931 -3.2850 -0.001 0.004 0.018
C 2.0466 -2.2404 -2.1702 0.006 -0.005 -0.021
H -1.3549 2.9998 4.6221 0.003 0.001 -0.002
H -2.9722 2.6463 3.9346 0.001 0.002 0.007
H -2.1138 4.0844 3.4207 -0.008 -0.003 -0.004
H -3.0577 2.7620 1.3852 -0.007 -0.015 0.013
H -3.5914 2.3294 -0.7920 0.002 0.005 -0.006
H -3.0575 0.7215 -1.3172 -0.007 0.001 0.004
H -2.1871 2.1520 -1.8601 0.000 -0.005 -0.003
H -0.8217 -0.6954 -3.2599 -0.002 -0.004 0.006
H -0.3153 -2.0587 -5.2516 0.003 0.003 -0.002
H 1.6803 -3.5049 -5.2717 -0.011 -0.016 0.008
H 3.1738 -3.6444 -3.3129 0.010 0.014 -0.009
H 2.6963 -2.2779 -1.3071 -0.005 -0.006 0.003
C 2.2567 -1.3310 3.2365 0.034 -0.017 0.060
O 1.7955 0.0555 3.1081 0.100 -0.219 -0.284
H 2.5206 -1.4982 4.2768 0.009 0.003 -0.003
H 3.1069 -1.5038 2.5815 -0.011 0.013 -0.015
H 1.4194 -1.9627 2.9601 -0.007 0.003 0.018
H 2.5223 0.6529 3.3357 -0.109 0.105 -0.048


3.
37
Properties=species:S:1:pos:R:3:forces:R:3 method="wB97M-V/def2-TZVPD" relative_energy_kj_mol=83.9 total_charge=0 homo_lumo_gap_ev=9.30 total_energy_ev=-29006.994
N 0.6787 1.3867 0.1678 0.167 0.824 -0.250
C 0.4751 0.1542 -0.5660 0.900 -1.147 0.348
C 1.2879 -1.0571 0.0687 -0.185 0.654 -0.647
C 2.7804 -0.6792 0.1285 -1.484 -0.717 0.232
C 3.5665 -0.7618 -0.9952 -0.687 -0.328 -2.294
C 4.9016 -0.4395 -1.0300 0.469 1.478 0.959
C 5.5064 0.0317 0.1613 -1.092 -0.349 -0.418
O 6.7930 0.4325 0.1965 0.352 0.054 -0.136
C 4.7364 0.1678 1.3003 0.137 -0.193 0.428
C 3.3746 -0.1758 1.2420 0.818 0.675 2.197
C -0.9969 -0.2649 -0.7530 0.116 -0.249 -0.608
O -1.2862 -1.3579 -1.2504 0.229 1.140 0.599
N -1.9220 0.6561 -0.3800 -0.067 -0.142 -0.331
C -3.3389 0.4549 -0.4832 -0.936 -1.278 0.257
C -3.6862 -0.7104 0.4554 0.132 -0.196 0.236
C -5.0310 -1.3142 0.2718 -0.960 -0.423 -1.123
O -5.6087 -1.2856 -0.7992 0.243 -0.150 1.073
O -5.5339 -2.0202 1.3399 -0.391 0.306 -1.586
C -4.1624 1.6651 -0.0603 -0.823 -0.468 -0.134
O -5.2771 1.5928 0.4079 1.002 0.034 -0.284
O -3.5530 2.8248 -0.3138 0.039 0.407 -0.088
H 0.5949 1.2804 1.1591 -0.469 -0.426 0.663
H 1.6411 1.7262 0.0922 -0.405 -0.214 -0.516
H 0.9007 0.3118 -1.5662 -0.334 -0.038 0.055
H 0.7980 -1.2913 1.0255 0.601 0.235 0.105
H 1.1421 -1.9649 -0.5283 0.079 0.313 -0.091
H 3.0295 -0.9848 -1.9453 0.663 -0.083 0.622
H 5.4286 -0.1849 -1.9447 -0.061 -0.752 -0.237
H 7.1132 0.3867 -0.7080 0.401 0.024 -0.040
H 5.2500 0.5144 2.2202 -0.689 -0.138 -0.649
H 2.7940 -0.0021 2.1573 0.124 -0.258 -0.344
H -1.6544 1.5462 -0.0425 0.891 0.740 0.162
H -3.6518 0.1489 -1.5031 0.177 0.361 0.365
H -3.5693 -0.3860 1.4851 0.258 -0.184 0.174
H -2.9687 -1.4989 0.1773 -0.206 0.093 0.472
H -6.3487 -2.4213 0.9295 0.831 0.379 0.764
H -4.2036 3.5194 -0.1171 0.162 0.016 0.066